# 1
A structure of composition C10H8O3S in a non-equilibrium geometry, computed with ωB97M-V with the def2-TZVPD basis set.

The geometry in XYZ format:
```
22
Properties=species:S:1:pos:R:3:forces:R:3:lowdin_charge:R:1
C 3.005486 1.225380 0.705063 2.752 1.569 -0.370 -0.10
C -3.209913 0.497190 -0.321346 -0.710 -2.396 -1.239 -0.03
C 2.200473 0.172324 1.048706 -1.280 -2.526 1.910 -0.03
C -2.405061 -0.650676 -0.116034 -4.082 1.945 0.422 0.00
C 2.602497 1.675830 -0.517278 0.786 2.578 -1.007 -0.11
C -2.390556 1.466440 -0.910778 -0.137 -0.188 0.484 -0.05
C 1.290514 0.053391 0.023925 1.038 -0.054 1.753 -0.36
C -1.104986 -0.197432 -0.320888 4.523 -1.175 0.200 -0.33
C -0.053042 -1.818725 1.575901 0.282 -0.353 -4.632 -0.16
C 0.171421 -0.797282 -0.126636 -2.849 -2.542 1.774 -0.47
O -0.071258 -1.269788 2.578362 -0.173 0.747 2.452 0.13
O 1.515204 0.982412 -0.888576 0.268 0.564 -1.393 0.05
O -1.104974 1.044866 -0.848461 0.866 1.666 -0.685 0.03
S 0.455108 -2.413306 -1.196193 -0.461 0.577 -0.533 0.70
H 3.920425 1.497582 1.250523 -0.701 0.221 -0.390 0.12
H -4.304790 0.442973 -0.458453 0.759 0.328 0.647 0.12
H 2.276780 -0.434828 2.030797 -0.266 1.139 -2.134 0.15
H -2.784397 -1.555186 0.287127 0.124 -0.688 0.115 0.11
H 2.900743 2.577200 -1.217262 -0.611 -2.280 1.725 0.16
H -2.511765 2.294010 -1.564991 -0.588 0.527 -0.113 0.12
H -0.188631 -2.908746 1.250503 0.077 0.730 0.587 0.09
H -0.209277 -1.883623 -2.264013 0.383 -0.387 0.428 -0.13
```
Positions in Å, forces in eV/Å.

Summary:
Energy (eV): -27469.730
2S+1: 3

***

# 2
A structure of composition C28H57O34PS8 in a non-equilibrium geometry, computed with ωB97M-V with the def2-TZVPD basis set.

The geometry in XYZ format:
```
128
Properties=species:S:1:pos:R:3:forces:R:3:lowdin_charge:R:1
C -1.980370 3.907042 2.048804 1.460 0.009 0.218 -0.13
O -3.071879 3.204328 2.717455 -0.114 1.241 -2.289 -0.23
C -4.279098 3.131521 1.899487 -1.691 -1.199 0.526 -0.21
C -4.763013 1.546463 1.904387 -0.225 0.495 -0.660 -0.15
C -5.422729 1.123704 0.475767 0.416 -0.977 0.251 -0.19
C -4.308765 0.504443 -0.533641 0.081 0.074 -0.787 -0.21
C -3.079634 1.504640 -0.902440 -0.819 0.375 -0.258 -0.21
C -2.360827 1.156047 -2.318553 0.687 0.654 0.384 -0.20
C -1.380178 -0.151069 -2.282836 -0.185 0.934 -1.248 -0.23
C -2.145415 -1.578920 -2.191765 -0.714 0.536 -1.091 -0.44
P -1.615331 -2.725716 -0.779105 0.589 -1.036 -0.366 0.83
C -0.474438 -1.899232 0.490011 -2.141 2.002 2.395 -0.37
C -1.447003 -0.912407 1.581619 3.123 1.289 1.988 -0.22
C -0.678231 -0.567364 3.080890 -2.366 4.107 -4.179 0.00
O -0.898041 0.503905 1.866829 -2.021 -4.157 -1.059 -0.30
H -2.045217 3.931199 0.891369 -0.233 -0.221 1.861 0.07
H -0.985150 3.338629 2.311970 -1.968 1.049 -0.444 0.10
H -1.865365 5.002209 2.416729 -0.398 -1.742 -0.512 0.09
H -4.173681 3.544424 0.821976 0.220 -0.808 1.835 0.10
H -5.188188 3.713657 2.379222 2.004 -0.785 -0.725 0.13
H -5.546523 1.378832 2.769188 1.703 0.317 -1.659 0.11
H -3.826431 0.881101 2.065343 -1.572 1.203 -0.055 0.10
H -5.944797 2.019354 -0.052323 0.820 -1.522 0.998 0.12
H -6.205961 0.264148 0.667181 1.380 1.858 -0.471 0.10
H -4.867842 0.261087 -1.541470 1.068 0.327 1.900 0.12
H -3.826477 -0.493386 -0.142277 -1.222 1.839 -0.571 0.08
H -3.544974 2.582580 -1.015830 0.921 -1.953 0.188 0.11
H -2.330656 1.536533 -0.017307 -1.068 -0.067 -1.537 0.10
H -1.660121 2.077154 -2.567521 -1.430 -2.013 0.417 0.08
H -3.153608 1.132026 -3.178379 1.409 -0.252 1.615 0.13
H -0.790571 -0.130243 -3.310265 -1.166 -0.092 2.164 0.10
H -0.587163 0.049813 -1.462982 -1.440 -0.575 -1.199 0.10
H -1.915000 -2.151957 -3.197853 -0.359 0.978 2.192 0.08
H -3.322487 -1.492556 -2.171513 2.412 0.149 0.022 0.08
H -2.839825 -3.020073 -0.032381 0.815 0.879 -0.266 -0.07
H -0.086629 -2.713827 1.216426 -0.373 1.330 -1.611 0.07
H 0.337088 -1.194680 0.060309 -1.325 -1.484 0.718 0.07
H -2.666332 -1.110196 1.597710 3.418 0.760 0.076 0.13
H 0.438643 -0.262196 3.081360 -1.811 -1.819 0.928 0.12
H -1.493053 0.013571 3.678450 2.060 -1.889 0.220 0.10
C 3.208285 0.794858 -6.014117 -0.299 0.311 -0.581 -0.17
C 2.098867 1.558745 -5.301239 0.575 0.543 0.086 -0.17
O 1.266115 0.553526 -4.724952 0.391 -0.983 -0.086 -0.21
S 2.185625 -0.726871 -4.318865 0.008 -0.072 -0.153 0.65
O 2.500677 -0.626790 -2.917999 -0.284 -0.391 -1.214 -0.24
O 1.611640 -1.904514 -4.909833 0.451 1.141 0.922 -0.22
O 3.510594 -0.314063 -5.167669 -0.726 -0.062 0.837 -0.19
H 2.863067 0.404575 -6.976415 0.017 0.077 0.057 0.13
H 4.097791 1.409121 -6.169947 -0.041 -0.238 0.205 0.14
H 1.525337 2.191234 -5.981381 -0.109 -0.254 0.139 0.14
H 2.501404 2.171040 -4.487899 0.024 0.017 -0.118 0.13
C 4.854466 -0.898645 -0.393684 -0.684 0.010 0.339 -0.13
C 4.304959 0.413169 0.156860 0.159 -0.739 -0.356 -0.16
O 5.113480 0.711259 1.294481 -0.975 -11.283 1.426 -0.30
S 6.622845 0.141493 1.029442 -0.810 -0.491 -0.391 0.71
O 7.439546 1.228494 0.557710 0.015 -1.692 0.586 -0.21
O 6.996032 -0.691935 2.141643 0.008 0.929 -0.784 -0.22
O 6.271853 -0.815926 -0.239442 -5.547 7.111 4.382 -0.32
H 4.497937 -1.751622 0.192232 -0.023 0.034 -0.053 0.14
H 4.594125 -1.045674 -1.444307 0.283 0.064 0.105 0.12
H 3.253606 0.336527 0.441645 0.176 0.046 0.196 0.15
H 4.427484 1.222279 -0.564537 -0.067 -0.617 -0.036 0.09
C 4.320700 5.409098 1.815930 0.513 0.379 0.294 -0.17
C 5.084579 5.835675 0.566872 -0.470 0.366 -0.157 -0.18
O 5.671755 4.638303 0.062747 -0.482 -0.140 0.243 -0.18
S 4.690409 3.380833 0.404936 1.537 0.768 1.065 0.73
O 3.887194 3.109464 -0.760756 0.431 0.378 0.934 -0.24
O 5.462995 2.365481 1.084352 -0.771 12.424 -2.638 -0.28
O 3.753133 4.137687 1.499507 0.069 -0.241 -0.920 -0.19
H 4.996692 5.278141 2.666431 -0.039 0.054 -0.073 0.13
H 3.536107 6.120750 2.082437 -0.040 -0.282 -0.102 0.13
H 5.853003 6.580387 0.782657 0.043 -0.284 -0.063 0.14
H 4.404204 6.226122 -0.196993 0.010 0.089 0.106 0.13
C -9.501010 -1.269226 3.941030 0.217 0.011 0.732 -0.17
C -8.272598 -0.398933 3.706043 -0.531 0.579 0.089 -0.17
O -7.482515 -1.118456 2.760755 -0.460 -0.897 -0.395 -0.21
S -8.469782 -1.954776 1.772794 0.039 0.008 -0.027 0.65
O -8.652773 -1.190112 0.567274 0.135 -1.017 1.012 -0.24
O -8.052205 -3.330227 1.770948 -0.298 1.419 -0.268 -0.23
O -9.823228 -1.824785 2.666423 0.724 0.219 -0.717 -0.20
H -9.275447 -2.093626 4.624489 0.011 0.082 -0.022 0.13
H -10.344510 -0.695177 4.330867 0.025 -0.093 -0.319 0.13
H -7.708177 -0.219067 4.622897 0.100 -0.201 -0.235 0.14
H -8.548903 0.559657 3.255343 -0.045 -0.048 0.112 0.14
C -0.563505 4.374399 -2.503604 0.438 -0.354 0.358 -0.18
C 0.314656 5.304033 -1.674717 -0.564 -0.033 0.458 -0.17
O 1.070137 6.049744 -2.627565 -0.270 -0.211 -0.995 -0.19
S 0.172616 6.256489 -3.969826 -0.098 0.231 0.031 0.66
O -0.440480 7.556484 -3.905305 0.653 -1.339 -0.390 -0.23
O 0.937598 5.807551 -5.101453 -0.665 0.646 1.023 -0.24
O -0.965158 5.141684 -3.637824 0.525 0.874 -0.017 -0.19
H 0.004742 3.510090 -2.861007 -0.015 0.035 0.106 0.13
H -1.438099 4.028934 -1.948099 0.019 0.221 -0.214 0.11
H 0.976674 4.758767 -0.999190 0.121 0.110 -0.268 0.13
H -0.292190 6.009524 -1.098061 -0.009 -0.109 0.001 0.13
C 9.310473 -4.654059 -1.126839 -0.152 -0.379 -0.505 -0.17
C 10.025930 -3.865205 -2.217711 0.541 -0.260 0.257 -0.17
O 9.322746 -2.627475 -2.304403 -0.300 -0.059 0.477 -0.19
S 8.751639 -2.237598 -0.828193 -0.142 -0.398 -0.428 0.72
O 9.671504 -1.313389 -0.219904 -1.254 -0.782 -0.438 -0.21
O 7.338765 -1.977052 -0.937935 7.665 -6.126 -3.518 -0.23
O 8.959605 -3.694042 -0.130525 0.394 0.754 -0.157 -0.19
H 8.387837 -5.103878 -1.506294 0.111 -0.022 -0.017 0.14
H 9.944484 -5.433648 -0.698583 -0.105 0.197 0.072 0.12
H 10.016680 -4.381874 -3.179233 -0.162 0.234 0.079 0.14
H 11.060037 -3.646872 -1.932292 -0.039 -0.123 -0.023 0.13
C -13.908085 -0.234019 1.087928 0.365 -0.582 -0.304 -0.17
C -14.137110 -1.191289 2.251372 -0.665 -0.075 -0.337 -0.17
O -13.388519 -0.644644 3.335620 0.482 0.922 -0.210 -0.20
S -13.374958 0.977912 3.204994 -0.309 0.084 0.024 0.66
O -14.404689 1.506235 4.059603 1.289 -0.285 -0.837 -0.23
O -12.009443 1.426238 3.254847 -1.252 -0.409 0.276 -0.24
O -13.895130 1.070760 1.666406 0.022 -0.075 1.081 -0.19
H -12.934658 -0.408526 0.619362 -0.085 -0.044 0.023 0.13
H -14.692924 -0.308099 0.332021 0.050 0.237 0.205 0.14
H -13.804930 -2.206511 2.026700 0.166 0.206 0.198 0.14
H -15.191575 -1.210380 2.544716 0.061 -0.031 -0.086 0.13
C 9.591289 -8.261412 2.527275 0.257 -0.040 0.663 -0.17
C 10.820544 -7.391714 2.293047 -0.490 0.519 0.085 -0.17
O 11.611135 -8.111673 1.348750 -0.497 -0.838 -0.369 -0.19
S 10.624668 -8.947723 0.359915 0.053 -0.119 -0.044 0.67
O 10.443004 -8.182144 -0.847121 0.129 -0.954 1.063 -0.24
O 11.041353 -10.323069 0.358544 -0.315 1.494 -0.288 -0.22
O 9.270425 -8.816815 1.252351 0.746 0.265 -0.694 -0.19
H 9.815774 -9.085720 3.211113 -0.003 0.098 -0.013 0.13
H 8.747614 -7.687092 2.916189 0.034 -0.121 -0.285 0.14
H 11.384257 -7.211982 3.210300 0.094 -0.182 -0.246 0.14
H 10.545183 -6.433021 1.841880 -0.028 -0.024 0.134 0.13
```
Positions in Å, forces in eV/Å.

Summary:
Energy (eV): -195522.325
2S+1: 1

***

# 3
A cluster of 2 separate species, C2H4ClOP in total in a non-equilibrium geometry, computed with ωB97M-V with the def2-TZVPD basis set.

The geometry in XYZ format:
```
9
Properties=species:S:1:pos:R:3:forces:R:3:lowdin_charge:R:1
C -1.063130 0.330171 -0.114901 -2.947 0.832 -0.309 -0.62
C 0.404714 0.388160 -0.031587 0.374 1.228 -2.859 -0.22
O -4.219482 0.515345 -0.050325 2.052 1.314 0.075 -0.93
P -1.988971 1.749674 0.046286 -1.252 -3.659 -0.344 1.02
Cl -4.070560 -1.118474 -0.031444 0.254 0.124 -0.032 0.45
H -1.525831 -0.706962 -0.360168 0.430 1.852 0.692 0.04
H 0.695293 -0.298191 -0.939685 0.526 1.556 1.966 0.12
H 0.641525 0.030727 0.917892 0.976 -1.260 1.381 0.04
H 0.795310 1.485923 -0.020139 -0.414 -1.986 -0.570 0.09
```
Positions in Å, forces in eV/Å.

Summary:
Energy relative to the best compared isomer or geometry (same formula, charge and spin) (kcal/mol): 130.4
2S+1: 1